Formula: C33H31N4O3
Source: the OMol25 dataset
Level of theory: ωB97M-V/def2-TZVPD

charge = +1
calculated total energy = -46820.705 eV
Kohn-Sham gap = 7.45 eV
SMILES = COc1ccc(C2([n+]3cc4c5c(c3)N(C(C)=O)CCN5CCN4C(C)=O)c3ccccc3-c3ccccc32)cc1

Cartesian coordinates (Å):
C1 1.663 -1.975 4.321
O1 -5.921 -1.101 -0.475
H1 1.601 -0.719 -6.334
H2 5.367 -1.752 1.905
C2 1.683 -0.852 2.110
C3 -0.367 -1.061 -3.502
C4 1.588 -0.132 -0.226
H3 -7.926 -0.993 -0.338
H4 -1.614 3.331 -0.466
H5 -1.407 0.105 1.060
N1 2.353 -1.415 3.191
H6 1.883 1.587 -5.319
H7 0.824 -0.199 5.179
C5 -2.174 -0.440 5.031
C6 0.484 -1.101 4.640
H8 1.362 -3.024 4.146
C7 -0.886 3.365 -1.285
C8 0.824 3.621 -3.521
H9 -7.239 0.116 -1.571
H10 2.361 -1.999 5.169
N2 -0.310 -0.744 3.432
C9 -3.140 1.235 -1.368
H11 0.028 -2.308 -5.249
H12 0.707 5.775 -3.209
C10 4.457 -0.913 -0.330
H13 -7.086 0.511 0.175
N3 3.720 -0.861 0.864
H14 6.232 0.048 0.501
C11 -2.019 0.366 -1.264
H15 -1.604 0.348 5.542
C12 -0.348 -0.066 1.017
C13 -4.447 0.804 -1.027
H16 -2.129 -1.365 5.622
H17 3.605 -3.070 2.763
C14 -0.546 4.642 -1.822
H18 4.123 -2.011 4.066
H19 -3.085 2.297 -1.662
C15 -1.694 -0.646 3.607
C16 -0.279 2.225 -1.779
C17 0.023 0.075 -2.798
C18 0.652 1.074 -3.591
H20 -1.141 -1.761 -3.163
O2 3.921 -1.081 -1.415
C19 -4.699 -0.563 -0.761
H21 4.795 -0.256 2.628
C20 0.363 4.778 -2.889
C21 5.963 -0.772 -0.179
C22 -3.605 -1.461 -0.796
H22 1.560 3.663 -4.338
H23 -0.956 5.553 -1.377
C23 1.246 0.831 -4.847
H24 2.074 -0.005 -1.174
C24 3.656 -2.010 3.072
H25 6.366 -0.546 -1.168
H26 -1.556 -1.781 -1.256
C25 4.463 -1.176 2.120
C26 -0.511 0.706 -1.434
H27 -0.124 -1.667 5.355
C27 -7.114 -0.299 -0.562
C28 1.086 -0.441 -5.406
H28 -3.777 -2.493 -0.485
H29 6.434 -1.702 0.173
C29 -2.331 -1.003 -1.139
O3 -2.487 -0.755 2.668
H30 -3.220 -0.128 4.971
C30 0.229 -1.348 -4.764
C31 2.316 -0.611 0.861
H31 -5.273 1.517 -0.878
N4 0.256 0.207 -0.188
C32 0.302 -0.545 2.153
C33 0.442 2.370 -2.982